1.
Below is a structure of composition C26H27MnN7O4P, with properties calculated with the ωB97M-V functional and the def2-TZVPD basis.

Last column: Löwdin charge in e.
Element x y z (Å)
N (3.64434, -3.69263, -0.86804)  -0.07
H (1.15678, -1.53795, -1.80995)  0.07
N (1.69002, -3.50778, -2.31193)  -0.14
C (-4.88622, 3.74412, 0.15181)  -0.05
H (-1.82696, 6.36264, 0.09894)  0.12
H (3.56477, -3.09540, 1.15860)  0.10
H (-5.29590, -2.64047, 0.57043)  0.12
H (-5.82186, 1.85733, 0.16291)  0.12
C (3.14864, -2.76675, 0.20522)  -0.26
C (3.16368, 1.17104, 1.73111)  -0.08
C (3.08708, -3.28475, -2.25258)  -0.09
C (-6.22705, 4.50817, 0.03530)  -0.69
C (-3.52949, 0.23435, 0.46605)  -0.18
C (-2.50340, 3.70554, 0.30966)  -0.18
N (-2.29002, -0.23671, 0.66346)  0.04
H (-3.72845, 5.50335, 0.17252)  0.12
H (-2.98265, -3.50424, 1.01160)  0.11
N (-0.12096, 3.50413, 0.48917)  0.05
H (3.53485, -1.77498, -0.02444)  0.08
C (1.09733, -4.57439, 0.39395)  -0.31
P (1.29161, -2.71841, 0.33020)  1.05
H (-0.13063, -2.73033, -1.63556)  0.10
C (-1.15860, 4.33843, 0.34587)  -0.18
H (4.66293, -3.64869, -0.90658)  0.18
C (-3.65431, 1.70791, 0.33538)  -0.19
H (1.92366, 3.30803, 0.64288)  0.09
C (1.70291, 0.89389, 1.49069)  -0.56
H (4.65314, 0.65132, 0.16390)  0.12
C (-4.44691, -1.97057, 0.59756)  -0.02
H (3.57063, 0.35912, 2.33817)  0.13
O (0.79374, 0.97173, 2.34181)  -0.03
H (1.83708, -5.54488, -2.74303)  0.14
N (1.81857, -5.28979, -0.67146)  -0.15
C (-3.16680, -2.45406, 0.83419)  -0.05
H (-1.11213, -1.87285, 1.05494)  0.04
H (0.28419, -5.02896, -2.06670)  0.14
H (3.88665, 2.21139, -0.04849)  0.13
O (-7.21239, 3.75892, -0.03068)  -0.01
C (-4.86438, 2.35835, 0.21184)  0.07
C (0.30332, 6.22759, 0.27238)  -0.02
C (2.59730, 0.59159, -0.52075)  -0.51
C (-2.12598, -1.55109, 0.85516)  -0.13
O (2.73090, 0.14093, -1.63881)  0.04
C (0.93730, -2.55512, -1.48753)  -0.30
N (-2.49274, 2.36990, 0.37911)  0.05
C (-3.67859, 4.42310, 0.20758)  0.08
C (3.22557, -5.14106, -0.58068)  -0.11
H (0.46050, 7.29394, 0.18131)  0.12
C (1.37803, 5.36406, 0.43088)  -0.03
C (1.11283, 4.01502, 0.53117)  -0.10
C (-0.97643, 5.71027, 0.22680)  0.02
H (-5.61537, -0.21291, 0.24071)  0.12
C (-4.62883, -0.61469, 0.41466)  0.02
C (3.72174, 1.19379, 0.31227)  -0.08
H (3.73014, -5.75180, -1.32967)  0.15
H (3.29198, 2.08876, 2.30218)  0.13
H (3.32750, -2.23029, -2.38634)  0.13
C (1.36236, -4.89558, -2.00573)  -0.15
O (-6.09576, 5.73919, 0.07711)  -0.01
N (1.41424, 0.55191, 0.21356)  0.07
H (1.43332, -4.94126, 1.36606)  0.09
H (3.59681, -5.38562, 0.41400)  0.14
Mn (-0.61674, 1.29104, 0.77300)  1.02
H (0.03710, -4.82003, 0.31329)  0.09
H (3.62078, -3.90190, -2.97554)  0.15
H (2.39528, 5.72508, 0.47515)  0.11

## Properties
Expectation value of S² ... 8.7532
Electronic energy ... -86626.3945 eV
Max |F| ... 0.95 eV Å⁻¹
2S+1 ... 6
E_HOMO (spin up / spin down) ... -9.495 / -9.494 eV
Gap between HOMO and LUMO (spin up / spin down) ... 6.47 / 6.35 eV
Net charge ... +1

---

2.
Below is a structure of composition C26H27N11O3RhS in a non-equilibrium geometry, with properties calculated with the ωB97M-V functional and the def2-TZVPD basis.

Last column: Löwdin charge in e.
Element x y z (Å)
H (8.01702, 8.44562, 15.36873)  0.09
C (9.40409, 9.71510, 14.41616)  -0.23
C (14.98099, 12.54029, 14.23228)  -0.36
H (12.86335, 10.39085, 8.80186)  0.12
N (9.49368, 15.94024, 12.10688)  0.15
N (10.25885, 9.24509, 12.20183)  0.15
N (10.96620, 14.25179, 10.65725)  -0.42
C (12.02786, 10.94773, 8.34890)  -0.04
H (8.78702, 10.35893, 16.40444)  0.10
N (14.36528, 12.63740, 13.01700)  -0.48
H (10.40450, 8.93136, 9.09988)  0.11
C (6.42904, 8.07954, 10.67170)  -0.07
H (7.70469, 11.03749, 9.23199)  0.10
C (11.02843, 12.02182, 14.53464)  -0.12
C (8.68549, 8.20259, 9.89030)  -0.20
C (10.87603, 11.09269, 9.12492)  -0.24
H (9.28272, 5.83086, 7.54060)  0.08
H (10.41630, 6.38249, 8.74078)  0.08
H (7.76406, 8.70109, 13.64061)  0.05
H (5.62868, 8.52296, 11.21748)  0.09
N (10.12259, 13.75061, 11.56658)  0.11
H (7.81770, 9.59035, 11.25556)  0.11
N (13.78409, 13.36367, 16.31873)  0.13
H (8.57456, 12.01496, 10.47032)  0.04
C (16.28987, 12.05973, 14.23249)  -0.27
C (9.81851, 12.26998, 7.30688)  -0.04
H (8.79759, 14.50246, 14.06363)  0.14
H (8.75399, 16.53665, 12.50584)  0.11
O (12.00335, 13.47784, 10.36225)  -0.22
H (10.25859, 12.35168, 16.45265)  0.10
H (9.03286, 7.60663, 14.12231)  0.09
C (9.74946, 11.73008, 8.60995)  -0.20
H (7.35104, 12.64955, 13.70703)  0.09
C (9.37283, 14.59806, 12.19378)  -0.44
C (9.38826, 10.56584, 15.51572)  -0.07
H (11.72028, 12.80992, 14.54467)  0.05
H (9.85030, 8.32364, 12.34746)  0.13
H (8.00586, 12.79248, 9.05043)  0.07
C (8.45771, 7.13611, 9.00885)  -0.23
N (17.38322, 11.72942, 14.13816)  0.12
O (13.12711, 13.12286, 13.00348)  -0.37
H (5.32708, 6.38324, 9.90552)  0.08
H (13.02639, 11.51711, 6.59544)  0.09
N (8.41442, 14.16455, 13.14739)  -0.06
C (7.67404, 8.69514, 10.67575)  -0.05
H (9.88844, 7.47688, 7.41469)  0.09
C (10.43840, 9.61894, 10.91498)  -0.38
S (14.38795, 11.24988, 11.79605)  0.50
H (8.99812, 12.28900, 13.61995)  0.01
C (8.48108, 11.88081, 9.40256)  -0.04
C (11.04431, 11.24346, 13.37608)  -0.17
O (10.73430, 15.26809, 9.88812)  -0.12
H (8.97783, 12.81375, 6.88287)  0.11
C (7.23045, 6.55223, 8.96791)  -0.05
C (6.21228, 6.95818, 9.85162)  -0.07
C (10.28084, 10.09724, 13.35596)  -0.20
N (8.22473, 12.77536, 13.18005)  0.01
C (14.33117, 13.00113, 15.38245)  -0.24
C (10.18027, 11.72648, 15.58728)  -0.08
C (9.58717, 6.69779, 8.12606)  -0.04
N (10.01014, 8.68949, 9.97188)  0.15
C (12.09350, 11.48966, 7.09717)  -0.08
Rh (12.06784, 11.90588, 11.71664)  0.97
H (7.04516, 5.68516, 8.34269)  0.11
C (10.96567, 12.12591, 6.55056)  -0.08
N (10.98820, 10.70094, 10.52528)  0.00
H (9.96693, 16.22909, 11.26845)  0.06
C (8.50209, 8.53257, 14.38145)  -0.05
H (10.99117, 12.55584, 5.54256)  0.10

## Properties
Expectation value of S² ... 6.0272
Electronic energy ... -63771.1200 eV
Max |F| ... 2.13 eV Å⁻¹
2S+1 ... 5
E_HOMO (spin up / spin down) ... -3.374 / -4.924 eV
Gap between HOMO and LUMO (spin up / spin down) ... 5.51 / 6.76 eV
Net charge ... -1

---

3.
Below is a structure of composition C26H27N3O6RhS, with properties calculated with the ωB97M-V functional and the def2-TZVPD basis.

Last column: Löwdin charge in e.
Element x y z (Å)
C (1.38737, -3.35562, -5.51679)  -0.06
H (3.20374, -0.99694, 4.72166)  0.12
C (-4.16270, -0.47234, 3.50394)  -0.05
H (0.39255, 0.06805, 4.20592)  0.12
H (-4.18693, -1.40097, -0.91173)  0.08
H (4.32479, -0.29383, 1.95894)  0.12
H (0.84463, -1.53827, 4.77822)  0.12
H (0.29677, 3.97050, -3.58792)  0.11
H (0.45087, 6.43343, 0.69154)  0.12
C (0.73101, -3.95686, -3.25576)  0.00
O (0.69054, 3.92662, 0.94842)  0.08
H (1.21763, -5.37351, -4.74084)  0.12
Rh (0.22258, -0.40759, -0.64312)  1.11
H (1.46789, -1.29041, -5.97610)  0.12
H (3.10091, 1.38360, 3.17425)  0.13
C (0.41195, 5.90996, -0.25289)  0.00
C (0.53609, 4.52004, -0.24689)  -0.25
C (-3.54419, -2.80320, 3.51936)  -0.06
C (0.61482, 2.36033, -1.49534)  -0.36
N (3.00834, 0.37860, 3.12441)  -0.02
H (1.00135, 0.43694, -4.59755)  0.13
C (-2.92418, -1.40287, 1.69497)  -0.40
H (-2.40209, -3.49117, 1.83713)  0.12
C (-3.53309, -0.30234, 2.27839)  -0.06
C (1.25478, -1.16424, 2.65877)  -0.12
H (-4.66261, -1.84012, 5.07145)  0.11
C (2.89538, -0.51889, 0.84776)  -0.47
N (0.57079, 1.75401, -2.71740)  0.10
C (2.53550, -0.19276, 4.40789)  -0.17
C (0.19658, 5.89023, -2.66050)  -0.07
H (-4.64790, 0.36832, 3.97951)  0.12
H (-3.32592, -2.96983, -0.77479)  0.07
C (-4.17048, -1.71566, 4.11728)  -0.06
C (1.11383, -4.32297, -4.50295)  -0.04
C (0.86607, -1.58693, -3.91848)  -0.11
C (2.10396, -0.03423, 2.04807)  -0.25
O (4.18205, -0.63498, 1.04090)  0.17
S (-2.09246, -1.18557, 0.15195)  0.87
H (0.29598, -1.28970, 2.15273)  0.09
C (0.32250, 4.52471, -2.66145)  -0.02
H (0.15198, 7.65685, -1.43354)  0.11
H (1.78960, -2.11452, 2.58159)  0.14
C (0.78854, -0.20640, -3.74915)  -0.03
C (1.13609, -0.72662, 4.11396)  -0.16
O (0.19047, -2.29955, -1.72336)  -0.13
H (0.06528, 6.42770, -3.58733)  0.11
H (2.55324, 0.57136, 5.18407)  0.12
O (2.38819, -0.82272, -0.22401)  0.01
H (0.52775, -4.68787, -2.48576)  0.12
O (0.80411, 1.69041, -0.43092)  -0.12
N (0.51612, 0.43399, -2.60821)  -0.07
H (-2.79413, -1.77942, -1.99142)  0.06
C (-3.22910, -1.91058, -1.00334)  -0.19
C (1.26241, -2.04115, -5.22443)  -0.04
O (-2.02356, 0.29830, -0.15185)  -0.52
H (0.76060, 2.96824, 0.77652)  0.07
C (0.49451, 3.80647, -1.46160)  -0.08
H (-3.50404, 0.65903, 1.78500)  0.11
H (1.69316, -3.67889, -6.50085)  0.11
C (0.58756, -2.57813, -2.89356)  -0.32
H (1.46283, 0.79027, 1.70991)  0.14
C (-2.90541, -2.65196, 2.30036)  -0.08
C (0.24518, 6.57903, -1.44308)  -0.05
H (-3.55008, -3.76738, 4.00806)  0.11

## Properties
Expectation value of S² ... 6.0544
Electronic energy ... -57990.8710 eV
Max |F| ... 0.73 eV Å⁻¹
2S+1 ... 5
E_HOMO (spin up / spin down) ... -10.474 / -10.790 eV
Energy relative to the best compared isomer or geometry (same formula, charge and spin) ... 0.0 kJ/mol
Gap between HOMO and LUMO (spin up / spin down) ... 7.59 / 5.85 eV
Net charge ... +1